[1]
{"formula": "C2H4NPS", "method": "ωB97M-V/def2-TZVPD", "species": ["C", "C", "N", "P", "S", "H", "H", "H", "H"], "positions_angstrom": [[-0.99, 0.28, 0.18], [0.39, -0.16, 0.18], [-3.70, 0.11, 0.41], [-2.31, -0.15, 1.34], [-3.69, 1.59, 1.17], [-1.42, 0.64, -0.74], [0.71, -0.37, 1.16], [1.13, 0.53, -0.32], [0.59, -1.10, -0.35]], "homo_energy_ev": [-8.48, -8.41], "largest_force_ev_per_a": 2.3, "gap_ha": [0.257, 0.279], "total_charge": 0, "lumo_energy_ev": [-1.50, -0.81], "smiles": "CC=P1=NS1", "relative_energy_kcal_mol": 70.5}

[2]
{"formula": "C2H4O2", "method": "ωB97M-V/def2-TZVPD", "species": ["O", "C", "H", "H", "O", "C", "H", "H"], "positions_angstrom": [[-0.82, 0.77, -1.01], [-1.29, 1.13, 0.03], [-2.04, 0.53, 0.57], [-1.01, 2.09, 0.51], [1.06, -0.73, 1.04], [1.30, -1.15, -0.07], [1.36, -2.23, -0.20], [1.43, -0.40, -0.86]], "homo_energy_ev": -10.12, "largest_force_ev_per_a": 1.6, "gap_ha": 0.398, "total_charge": 0, "lumo_energy_ev": 0.70, "smiles": "C=O.C=O", "relative_energy_kcal_mol": 54.7}

[3]
{"formula": "C2H4O2", "method": "ωB97M-V/def2-TZVPD", "species": ["O", "C", "H", "H", "O", "C", "H", "H"], "positions_angstrom": [[2.76, 0.93, -1.20], [1.84, 0.11, -1.07], [0.97, 0.10, -1.78], [1.79, -0.60, -0.21], [-1.49, 0.45, 0.07], [-1.85, -0.13, 1.08], [-2.86, 0.01, 1.54], [-1.17, -0.87, 1.57]], "homo_energy_ev": -10.07, "largest_force_ev_per_a": 3.1, "gap_ha": 0.386, "total_charge": 0, "lumo_energy_ev": 0.45, "smiles": "C=O.C=O", "relative_energy_kcal_mol": 56.9}